Entry 1:
{
  "formula": "C15H31ClIrP2",
  "method": "ωB97M-V with the def2-TZVPD basis set",
  "symbols": ["P", "P", "C", "C", "H", "H", "H", "H", "C", "H", "H", "H", "C", "H", "H", "H", "C", "H", "H", "H", "C", "H", "H", "H", "Ir", "C", "C", "C", "C", "C", "C", "C", "C", "C", "H", "H", "H", "H", "H", "H", "H", "H", "H", "H", "H", "H", "H", "H", "H", "Cl"],
  "coordinates": [[1.93932, 2.31060, -1.47825], [0.44254, -2.60603, -1.72990], [1.38300, -0.15584, -3.29539], [0.71064, -1.53342, -3.28365], [1.29329, 0.23205, -4.33204], [0.78644, 0.55415, -2.68464], [-0.33023, -1.38344, -3.60601], [1.23216, -2.17954, -4.00882], [2.00941, -3.56724, -1.92042], [1.81952, -4.63183, -1.73822], [2.70816, -3.16883, -1.17022], [2.45403, -3.43218, -2.91340], [-0.79022, -3.82412, -2.35734], [-0.31631, -4.70158, -2.81581], [-1.48013, -3.34671, -3.06302], [-1.36743, -4.14946, -1.47979], [3.10662, 3.49810, -0.75760], [2.55496, 4.33910, -0.31726], [3.78008, 3.86708, -1.54219], [3.69131, 2.95869, 0.00250], [0.81921, 3.25699, -2.56299], [-0.16550, 2.77386, -2.59256], [1.22976, 3.27558, -3.58156], [0.72711, 4.28500, -2.19559], [3.38523, 0.22829, -3.00957], [3.96059, -1.02387, -4.43090], [4.73745, -1.25844, -3.21547], [6.13160, -0.72220, -3.04414], [6.23213, 0.81895, -3.23411], [4.91362, 1.52980, -3.03738], [3.99457, 1.73324, -4.14357], [4.34034, 1.24658, -5.53091], [4.56137, -0.28984, -5.60803], [0.92165, 1.64389, -0.11755], [3.25509, -1.82683, -4.65705], [4.50424, -2.19267, -2.69915], [6.83441, -1.23311, -3.71475], [6.45897, -0.96563, -2.02051], [6.94159, 1.20246, -2.49977], [6.65317, 1.03627, -4.21831], [4.91394, 2.30987, -2.27242], [3.39256, 2.65016, -4.08585], [5.21462, 1.77030, -5.94770], [3.50498, 1.50740, -6.20279], [4.06971, -0.66063, -6.51561], [5.62436, -0.53755, -5.71215], [0.29145, 0.84449, -0.53036], [0.26781, 2.41104, 0.31885], [1.58491, 1.20579, 0.63792], [3.33593, -0.45220, -0.73340]],
  "forces_ev_per_a": [[-1.33, 1.58, 1.91], [1.86, -1.31, -3.91], [-1.80, 0.90, 0.16], [-0.72, 1.09, 0.42], [-0.03, -0.18, 0.19], [0.01, -0.49, -0.32], [0.25, -0.01, -0.21], [-0.43, -0.22, 0.54], [0.20, -0.03, 1.76], [0.13, 0.30, 0.12], [0.10, -0.40, -0.25], [-0.41, 0.14, 0.21], [-0.85, 0.43, 1.00], [0.22, 0.39, 0.22], [0.14, -0.02, 0.24], [-0.07, -0.20, -0.36], [0.44, -0.47, -0.19], [0.03, -0.21, -0.05], [-0.19, 0.07, 0.29], [-0.12, 0.32, -0.17], [0.16, -0.44, -0.46], [0.24, 0.14, 0.02], [-0.19, 0.12, 0.20], [0.06, -0.16, 0.03], [-4.24, -2.78, 2.39], [2.02, -1.62, -0.50], [1.10, -2.57, -1.78], [0.32, 0.01, 0.78], [0.30, -0.43, 0.28], [1.59, 3.15, -0.69], [1.48, 1.93, -0.51], [-0.23, -0.06, -0.97], [-0.12, 0.09, -0.73], [0.00, -0.20, -0.09], [-0.06, 0.28, -0.07], [0.20, 0.34, 0.09], [-0.19, 0.05, 0.00], [-0.14, 0.04, -0.35], [-0.04, -0.01, -0.08], [-0.24, 0.14, -0.03], [0.06, -0.36, -0.09], [0.21, -0.21, -0.13], [-0.19, -0.04, 0.26], [0.26, -0.06, 0.28], [0.25, 0.10, 0.12], [-0.18, 0.05, 0.10], [0.13, 0.19, 0.19], [0.21, -0.02, -0.14], [-0.23, 0.21, -0.18], [0.02, 0.44, 0.46]],
  "gap_ev": [7.06, 5.08],
  "lumo_energy_ev": [-5.38, -10.26],
  "e_homo_ev": [-12.4, -15.3],
  "charge": 2,
  "s2": 8.762,
  "multiplicity": 6
}


Entry 2:
{
  "formula": "C15H31IP2Pt",
  "method": "ωB97M-V with the def2-TZVPD basis set",
  "symbols": ["P", "P", "C", "C", "H", "H", "H", "H", "C", "H", "H", "H", "C", "H", "H", "H", "C", "H", "H", "H", "C", "H", "H", "H", "Pt", "C", "C", "C", "C", "C", "C", "C", "C", "C", "H", "H", "H", "H", "H", "H", "H", "H", "H", "H", "H", "H", "H", "H", "H", "I"],
  "coordinates": [[-1.93869, 0.87812, -1.04517], [1.77285, -0.89159, 1.23930], [0.44244, -0.96627, -2.45174], [1.55866, -1.57534, -2.02961], [0.61580, -0.04771, -2.98964], [-0.45920, -1.49643, -2.78820], [1.66787, -2.56186, -1.66118], [2.36305, -0.94944, -1.87140], [3.48213, -0.29832, 1.84865], [3.76036, -0.80278, 2.76331], [3.37330, 0.74614, 2.06644], [4.17763, -0.46595, 1.01970], [2.45851, -2.68713, 1.25890], [3.31566, -2.80859, 0.58084], [1.71852, -3.46326, 0.97857], [2.84217, -3.00602, 2.24253], [-1.29801, 2.32012, -2.12352], [-2.26200, 2.81529, -2.26007], [-0.84401, 2.21057, -3.12573], [-0.68529, 2.97233, -1.48857], [-2.64312, 0.10597, -2.75417], [-3.17541, -0.77604, -2.42280], [-2.09314, -0.19693, -3.68193], [-3.40191, 0.84082, -2.99984], [-3.61378, 1.89616, 0.50139], [0.35644, -1.73828, 2.12463], [0.92023, -0.40058, 2.68318], [0.80938, 1.14868, 2.19329], [1.59407, 1.59323, 0.81137], [1.72305, 0.31448, -0.04843], [0.59150, -0.53478, -0.33945], [-0.39339, -1.69039, -0.16480], [-0.99869, -1.71414, 1.27995], [-4.17107, 3.11930, -0.88620], [0.52896, -2.65408, 2.59783], [1.58922, -0.46768, 3.54134], [1.35793, 1.64666, 3.00442], [-0.23439, 1.40550, 2.20145], [1.36618, 2.52313, 0.29550], [2.55312, 1.91004, 1.22848], [2.33297, 0.50433, -0.91044], [-0.28619, 0.23740, 0.49302], [0.03750, -2.66222, -0.35736], [-1.26872, -1.65580, -0.78166], [-1.50580, -0.70319, 1.37579], [-1.78292, -2.55797, 1.45449], [-5.20836, 3.28983, -0.89121], [-3.85599, 2.75457, -1.84137], [-3.75237, 4.06731, -0.54365], [-3.43708, 0.47277, 2.67378]],
  "forces_ev_per_a": [[-0.85, 1.82, -2.95], [7.47, -3.68, 1.69], [0.10, -0.58, -2.53], [-0.28, -0.78, -0.68], [-0.24, 0.68, 0.37], [0.38, 0.16, 0.75], [-0.16, -0.93, -0.03], [1.99, 0.59, -0.37], [0.23, -0.32, -0.02], [0.25, -0.32, 0.03], [0.40, 0.16, 0.18], [0.07, 0.02, 0.34], [0.49, -0.98, -1.74], [-0.12, 0.24, 0.05], [0.31, 0.63, -0.05], [-0.34, 0.86, -0.06], [0.25, 0.32, 1.59], [0.45, 0.27, -0.20], [-0.16, -0.72, 0.74], [-0.10, 0.07, -0.35], [-0.53, -0.95, 1.56], [-0.34, -0.31, -0.15], [0.34, 0.83, 1.25], [-0.09, 0.22, -0.15], [1.88, -2.17, 0.78], [-5.31, 3.37, 0.31], [-0.05, 0.42, 0.05], [-0.21, 0.19, 0.11], [-0.47, -0.93, 1.91], [0.76, 1.74, -0.55], [-7.52, 2.00, 1.47], [-0.94, -1.69, 1.56], [1.18, 0.40, -0.13], [0.38, 0.33, -0.93], [0.63, -0.80, 1.04], [-0.38, -0.13, -0.02], [-0.61, 0.13, -0.20], [-0.35, 0.53, 0.04], [-1.36, -0.23, -0.14], [0.15, -0.49, -0.73], [1.16, -0.34, 0.12], [0.86, -0.76, -2.17], [0.31, -0.27, -0.14], [-0.19, 0.53, -1.01], [0.56, -1.47, 0.28], [1.75, 1.33, -0.20], [-1.70, -0.21, 0.13], [-0.19, 0.68, -0.66], [0.67, 0.20, -0.30], [-0.50, 0.35, 0.10]],
  "gap_ev": [6.33, 5.84],
  "lumo_energy_ev": [-7.51, -9.34],
  "e_homo_ev": [-13.8, -15.2],
  "charge": 2,
  "s2": 6.055,
  "multiplicity": 5
}


Entry 3:
{
  "formula": "C15H31MgN2O2",
  "method": "ωB97M-V with the def2-TZVPD basis set",
  "symbols": ["C", "C", "C", "C", "N", "C", "C", "C", "O", "C", "C", "C", "C", "N", "O", "C", "C", "C", "C", "H", "H", "H", "H", "H", "H", "H", "H", "H", "H", "H", "H", "H", "H", "H", "H", "H", "H", "H", "H", "H", "H", "H", "H", "H", "H", "H", "H", "H", "H", "H", "Mg"],
  "coordinates": [[-1.92732, 3.90436, -3.32525], [-0.65141, 3.18281, -2.82881], [-0.92419, 1.88143, -2.02983], [-0.11481, 1.75189, -0.71069], [0.96598, 0.76544, -0.76272], [0.99797, -0.46623, 0.02042], [2.39278, -1.12472, -0.22168], [3.54467, -0.11993, -0.30618], [3.86476, 0.28097, -1.62929], [-0.07750, -1.47556, -0.53850], [-1.14556, -1.92101, 0.46373], [-1.80939, -3.17347, -0.13932], [-2.21745, -0.86444, 0.72812], [-0.46026, -2.31623, 1.74225], [-1.10062, -2.97109, 2.43069], [0.33749, -1.27687, 2.47969], [-0.49766, -0.66713, 3.62106], [1.52832, -2.01080, 3.14117], [0.87803, -0.15959, 1.53201], [-2.07281, 3.79351, -4.39761], [-2.83498, 3.54907, -2.82818], [-1.79903, 4.97672, -3.09491], [-0.09926, 2.90781, -3.72604], [-0.02201, 3.85907, -2.25400], [-0.72702, 1.02936, -2.67878], [-1.98161, 1.83730, -1.75660], [-0.77137, 1.56022, 0.13816], [0.34949, 2.72522, -0.52241], [1.28973, 0.62065, -1.70400], [2.38498, -1.67013, -1.16891], [2.60209, -1.79911, 0.60762], [3.31685, 0.77007, 0.28556], [4.44990, -0.56045, 0.11679], [3.30154, -0.15210, -2.27642], [0.47255, -2.36713, -0.84583], [-0.59209, -1.10392, -1.42008], [-1.97911, -2.99741, -1.19878], [-2.78569, -3.33766, 0.31164], [-1.19316, -4.05770, 0.01018], [-3.11855, -1.30942, 1.14579], [-2.48559, -0.44792, -0.24212], [-1.88366, -0.03545, 1.34739], [-0.08555, 0.30458, 3.87959], [-0.41647, -1.29167, 4.50784], [-1.55798, -0.60378, 3.38501], [1.13656, -2.68960, 3.89958], [2.16877, -1.29734, 3.65091], [2.08339, -2.62725, 2.43670], [1.89707, 0.04444, 1.85748], [0.32289, 0.75590, 1.72585], [-2.95368, 6.39433, -2.85831]],
  "forces_ev_per_a": [[0.09, -0.47, 0.23], [-0.24, -0.51, -0.26], [-0.25, 0.31, 0.41], [0.62, -0.15, -0.41], [0.02, 0.47, 0.63], [-0.39, -0.20, -1.14], [0.01, 0.88, -0.05], [0.27, -0.20, 0.15], [-0.19, 0.27, -0.06], [0.61, -0.08, 1.33], [0.64, -1.22, -2.96], [-0.38, 0.24, 0.60], [0.13, 0.27, 0.40], [-1.72, 5.08, -0.15], [-1.19, -3.99, 2.16], [2.76, 0.76, -0.04], [-0.32, -0.70, 0.15], [-0.57, -0.70, 0.09], [-0.15, -0.26, -0.34], [-0.05, 0.19, -0.05], [0.03, 0.05, 0.08], [0.61, -0.33, -0.23], [0.25, 0.19, 0.08], [-0.03, 0.02, 0.05], [-0.05, -0.11, 0.07], [-0.08, -0.02, -0.18], [-0.04, -0.12, -0.10], [-0.12, 0.05, 0.17], [0.15, 0.00, -0.05], [-0.01, -0.29, 0.16], [-0.09, -0.33, -0.26], [-0.03, 0.06, -0.08], [-0.02, -0.08, 0.00], [0.13, -0.13, 0.09], [-0.22, -0.12, -0.09], [0.08, 0.22, 0.02], [0.15, -0.06, -0.04], [0.03, -0.23, 0.07], [0.02, -0.04, -0.20], [0.09, -0.02, 0.24], [0.07, -0.10, -0.08], [-0.02, 0.01, 0.01], [-0.04, 0.07, -0.17], [-0.05, -0.04, 0.01], [0.02, 0.30, -0.07], [0.04, -0.05, 0.02], [0.06, 0.08, -0.17], [0.24, 0.24, -0.04], [-0.07, 0.17, 0.16], [-0.19, -0.06, -0.19], [-0.61, 0.69, 0.04]],
  "gap_ev": [5.69, 5.69],
  "lumo_energy_ev": [-8.14, -8.14],
  "e_homo_ev": [-13.8, -13.8],
  "charge": 2,
  "s2": 0.751,
  "multiplicity": 2
}


Calculated ΔE to the lowest compared entry with this formula, charge and spin, 0.0 1154.8 0.0 kJ/mol (same order as the records).